20
Properties=species:S:1:pos:R:3:lowdin_charge:R:1 method="wB97M-V/def2-TZVPD" charge=+1 gap_ev=8.0 fmax_ha_per_bohr=0.0811 e_homo_ha=-0.50696 spin_multiplicity=1 relative_energy_kj_mol=553.5 smiles="[H]/N=[N+](/CC=C)[C@H](C)/N=N/[H]"
H 1.0116 1.6424 -1.8515 0.161
N -0.0271 1.5620 -1.5153 0.312
N -0.1232 0.7877 -0.5795 -0.134
C -1.3709 0.6098 0.1249 -0.099
C -1.7514 -0.8612 0.4955 -0.152
C -2.0673 -1.8910 -0.2782 0.051
C 1.0259 0.1157 0.0673 -0.330
C 2.1705 1.0539 0.0217 -0.056
N 1.2594 -1.2277 -0.6291 -0.006
N 1.7390 -2.0637 0.0987 0.121
H 1.8362 -2.9107 -0.4942 0.104
H -1.4248 1.1146 1.1309 0.166
H -2.0907 0.9927 -0.5361 0.113
H -1.5911 -1.1161 1.5740 0.115
H -2.1326 -2.9122 -0.1242 0.055
H -2.1955 -1.6101 -1.3250 0.079
H 0.7212 -0.1150 1.1457 0.167
H 3.0434 0.5877 -0.5419 0.117
H 2.0440 2.0937 -0.3723 0.098
H 2.6530 1.0937 1.0411 0.117